1.
ORCA calculation (ωB97M-V with the def2-TZVPD basis set) on a molecular structure, C14H22IrN2O4Si2 in a non-equilibrium geometry.

Cartesian coordinates (Å):
Ir  0.51696  0.89517  -0.74382
O  0.98863  4.45511  -3.05512
C  1.01779  3.41786  -2.43218
O  0.12879  2.81186  -1.74202
C  2.45134  2.59035  -2.43229
O  3.36335  3.08478  -3.05562
O  2.37054  1.51779  -1.74217
C  2.77006  1.71773  1.98773
Si  0.92236  1.59746  2.38515
C  0.10275  3.25796  1.98822
C  0.78922  1.36641  4.27402
N  0.24521  0.42522  1.30002
C  -0.42668  -0.73847  1.49940
C  -0.73452  -1.27164  2.76503
C  -1.41960  -2.45826  2.90575
C  -1.82677  -3.16359  1.77309
C  -1.53782  -2.66318  0.52327
C  -0.84036  -1.45508  0.35170
N  -0.53222  -0.92127  -0.86325
Si  -0.92041  -1.59439  -2.41359
C  -0.21803  -0.37800  -3.67005
C  -2.79098  -1.74719  -2.73140
C  -0.11718  -3.29065  -2.73107
H  3.24864  2.52620  2.54310
H  2.90453  1.91293  0.92187
H  3.29420  0.78925  2.21904
H  0.56384  4.07643  2.54373
H  -0.96332  3.24762  2.21986
H  0.20433  3.47221  0.92239
H  1.27113  2.20076  4.78553
H  1.27944  0.45060  4.60884
H  -0.24889  1.33311  4.60913
H  -0.42314  -0.73242  3.64601
H  -1.63999  -2.83983  3.89471
H  -2.36593  -4.09729  1.87153
H  -1.85200  -3.20732  -0.35809
H  -0.66488  0.61024  -3.54434
H  -0.40709  -0.70558  -4.69328
H  0.86116  -0.27063  -3.54413
H  -3.27317  -0.77732  -2.59986
H  -3.27390  -2.44406  -2.04534
H  -2.99262  -2.08579  -3.74879
H  0.96383  -3.22313  -2.59929
H  -0.30930  -3.63474  -3.74845
H  -0.47929  -4.05726  -2.04498

Results
LUMO level (alpha / beta) ... 0.070 / 0.070 hartree
Calculated total energy ... -44643.7979 eV
Charge ... -1
HOMO-LUMO gap (alpha / beta) ... 6.77 / 6.77 eV

=====

2.
ORCA calculation (ωB97M-V with the def2-TZVPD basis set) on C14H22N2O4S in the gas phase in a non-equilibrium geometry.

Cartesian coordinates (Å):
C  1.32304  2.50511  1.79802
C  0.30754  1.67604  1.64960
C  -0.94394  1.99569  0.89107
N  -1.33931  0.89018  0.03805
S  -2.97680  0.61454  -0.08067
O  -3.57826  0.90700  1.18713
O  -3.52268  1.25107  -1.24236
N  -2.96137  -1.03912  -0.37346
C  -2.46954  -1.75494  0.78365
H  -2.43990  -2.81911  0.55418
H  -1.46478  -1.39408  0.98582
H  -3.10471  -1.58412  1.65945
C  -4.24409  -1.50822  -0.85761
H  -4.56679  -0.82472  -1.63872
H  -4.99946  -1.52915  -0.06392
H  -4.12256  -2.50969  -1.27056
C  -0.70669  0.82293  -1.26678
C  0.79132  0.82051  -1.15236
C  1.54064  1.88451  -1.63072
C  2.91875  1.88541  -1.51744
C  3.55715  0.83916  -0.88156
C  2.82734  -0.22942  -0.37641
C  1.43687  -0.25873  -0.54546
O  0.67400  -1.31810  -0.09493
C  0.91974  -2.54188  -0.76575
H  1.97387  -2.82775  -0.72082
H  0.31430  -3.29042  -0.25785
H  0.61350  -2.47597  -1.81482
O  3.52296  -1.24562  0.24272
C  3.16070  -1.49924  1.58878
H  3.76911  -2.34490  1.90491
H  2.10221  -1.74628  1.69356
H  3.38720  -0.63088  2.21618
H  4.62884  0.82835  -0.75758
H  3.49511  2.71020  -1.90733
H  1.03668  2.71188  -2.10737
H  -1.06754  -0.10633  -1.71347
H  -1.03629  1.66231  -1.89409
H  -1.76816  2.12661  1.59917
H  -0.82407  2.92311  0.31547
H  0.31814  0.69293  2.09794
H  2.19368  2.24556  2.37490
H  1.32424  3.48556  1.35144

Results
LUMO level ... 0.025 hartree
Calculated total energy ... -36878.2034 eV
HOMO-LUMO gap ... 9.67 eV
Relative energy (zero: lowest compared OMol25 entry of this formula, charge and spin) ... 87.6 kcal per mole

=====

3.
ORCA calculation (ωB97M-V with the def2-TZVPD basis set) on C14H22N2O6S2 in the gas phase in a non-equilibrium geometry.

Cartesian coordinates (Å):
C  -2.12827  -3.26110  1.38590
H  -2.22345  -2.74078  2.34502
O  -3.06004  -2.75804  0.44833
C  -2.88950  -1.41934  0.07207
O  -2.48860  -1.28487  -1.26556
C  -1.32578  -2.01320  -1.62180
H  -0.46453  -1.72885  -1.00644
H  -1.13166  -1.76196  -2.66200
H  -1.50172  -3.08803  -1.53497
C  -4.25858  -0.70627  0.19412
N  -4.37802  0.49339  -0.58748
S  -3.81187  1.91842  0.04970
O  -4.36205  2.05951  1.36279
O  -4.05268  2.92956  -0.93229
C  -2.04140  1.65005  0.20623
C  -1.30022  1.47895  -0.94847
C  0.00524  1.02914  -0.84588
C  0.53109  0.77343  0.40833
C  -0.18865  1.00734  1.56531
C  -1.49839  1.45224  1.46141
H  -2.12059  1.61768  2.32701
H  0.27556  0.80482  2.51801
S  2.08869  -0.10668  0.49991
O  1.83804  -1.40884  -0.05276
O  2.58695  -0.03711  1.84513
N  3.01412  0.75571  -0.60191
C  4.09660  0.00336  -1.22453
H  4.11077  0.24725  -2.29043
H  3.87924  -1.05822  -1.11284
C  5.40545  0.43711  -0.53237
H  5.91981  -0.40941  -0.08320
H  6.07516  0.90131  -1.25605
C  4.96299  1.45475  0.52654
H  4.80641  0.96209  1.48566
H  5.67430  2.26804  0.65206
C  3.61027  1.93541  -0.00086
H  3.72961  2.69475  -0.77902
H  2.95192  2.31370  0.77985
H  0.61478  0.84109  -1.71484
H  -1.76040  1.67581  -1.90330
H  -4.11191  0.36807  -1.55186
H  -4.44917  -0.43282  1.23222
H  -5.01769  -1.42121  -0.13547
H  -2.13195  -0.95080  0.72848
H  -1.09625  -3.17487  1.03291
H  -2.38360  -4.31057  1.51730

Results
LUMO level ... -0.001 hartree
Calculated total energy ... -51809.0277 eV
HOMO-LUMO gap ... 9.78 eV
Relative energy (zero: lowest compared OMol25 entry of this formula, charge and spin) ... 27.2 kcal per mole

=====

4.
ORCA calculation (ωB97M-V with the def2-TZVPD basis set) on a molecular structure, C14H22N4O15Zr in a non-equilibrium geometry.

Cartesian coordinates (Å):
Zr  0.27138  0.74485  1.08937
C  0.96746  -0.61799  -3.27477
C  1.34189  -0.72409  -1.87612
C  2.63933  -1.61877  -1.54723
O  2.89927  -1.73201  -0.34548
C  3.35367  -2.16662  -2.67882
C  2.78104  -2.23283  -3.90519
C  1.58387  -1.40983  -4.23590
O  1.08324  -1.16056  -5.40085
O  3.38321  -2.96640  -4.73318
O  0.76129  -0.13602  -0.91156
H  0.23991  0.10356  -3.61599
H  4.34409  -2.48387  -2.38758
C  -3.74285  0.37484  -0.91272
C  -2.88373  0.08421  0.17323
C  -3.47660  -0.48705  1.58112
O  -2.69333  -0.57689  2.50344
C  -4.90190  -0.58123  1.66307
C  -5.64503  -0.30909  0.59300
C  -5.05459  0.09058  -0.76007
O  -5.80130  0.36308  -1.78099
O  -6.88072  -0.60689  0.80019
O  -1.63105  0.30172  0.18945
H  -3.35937  0.71457  -1.86347
H  -5.33335  -1.06798  2.52523
C  3.13408  2.29696  -0.59458
O  2.32568  1.67798  0.05552
N  3.19778  3.63247  -0.62414
N  3.85953  1.83400  -1.51354
H  4.05420  3.89086  -1.09305
H  2.64637  4.22471  -0.01976
H  3.68159  0.87402  -1.77213
H  4.40410  2.47802  -2.06923
C  -0.73136  -2.70665  1.09883
O  -0.07593  -1.63390  1.23736
N  -0.79451  -3.46036  0.07002
N  -1.39086  -3.25198  2.07043
H  -0.96762  -4.41573  0.34822
H  -0.20600  -3.10657  -0.67063
H  -1.25044  -2.78987  2.95746
H  -2.08925  -3.95504  1.87531
O  -0.04957  2.40981  -0.44200
H  -0.40104  2.11555  -1.28230
H  0.22061  3.31466  -0.59849
O  2.08202  -0.28333  1.86576
H  2.01211  -0.83905  2.64198
H  2.97593  -0.42045  1.55216
O  1.31317  2.34095  2.23385
H  1.14435  3.27224  2.37679
H  2.11466  2.16399  2.72630
O  -1.39879  2.44069  1.97006
H  -1.96853  2.58825  2.72495
H  -1.78304  2.97115  1.27207
O  -0.09455  0.31675  3.22042
H  -0.69597  -0.36042  3.53023
H  0.48546  0.48100  3.96395

Results
LUMO level (alpha / beta) ... 0.037 / 0.043 hartree
Calculated total energy ... -52827.9085 eV
2S+1 ... 2
Charge ... -1
HOMO-LUMO gap (alpha / beta) ... 3.50 / 5.62 eV
Expectation value of S² ... 0.75

=====

5.
ORCA calculation (ωB97M-V with the def2-TZVPD basis set) on 2 unconnected molecules or ions with the total composition C14H22O11S in a non-equilibrium geometry.

Cartesian coordinates (Å):
C  0.07856  0.35108  3.59621
C  -0.22369  0.83737  2.37021
C  0.51886  1.87094  1.58821
C  -0.47009  3.07318  1.36443
C  -1.40744  3.03568  0.14455
C  -2.61283  2.11910  0.27015
O  -3.15614  2.16087  1.57654
O  1.64027  2.51147  2.22452
C  2.38729  3.04772  1.21680
O  3.25591  3.88861  1.33338
O  1.96771  2.49506  0.02389
C  1.25010  1.29554  0.38937
C  2.45851  0.31461  0.70840
O  2.46250  -0.18340  2.04646
O  2.79453  -1.56835  2.01377
C  0.49495  0.56900  -0.70704
C  1.23793  0.72923  -2.02374
C  1.76628  -0.52455  -2.61153
O  0.62268  0.17147  -3.13201
H  0.13180  0.95702  4.49262
H  0.28392  -0.71032  3.69574
H  -1.08166  0.40970  1.85644
H  0.03937  4.03245  1.33745
H  -1.09690  3.11112  2.24945
H  -1.79131  4.04589  0.01451
H  -0.81532  2.83481  -0.74263
H  -2.42439  1.09907  -0.07059
H  -3.37719  2.50292  -0.41297
H  -3.61810  1.34654  1.77327
H  3.40980  0.79880  0.48873
H  2.42785  -0.55189  0.05981
H  1.97303  -2.01615  1.76337
H  0.43014  -0.49814  -0.53694
H  -0.51708  0.91324  -0.89385
H  1.83171  1.61295  -2.14967
H  1.43346  -1.43382  -2.14358
H  2.63713  -0.41995  -3.23514
C  -1.28839  -4.23753  -2.93102
C  -2.44169  -4.31860  -1.95481
O  -1.81319  -4.40195  -0.66660
S  -0.44811  -3.57015  -0.68374
O  -0.68479  -2.28047  -0.13555
O  0.59459  -4.39705  -0.20483
O  -0.31669  -3.41493  -2.27035
H  -0.84369  -5.21839  -3.10831
H  -1.57539  -3.79317  -3.87976
H  -3.07483  -5.18441  -2.12391
H  -3.05001  -3.41221  -1.97970

Results
LUMO level ... 0.005 hartree
Calculated total energy ... -48223.7472 eV
HOMO-LUMO gap ... 8.23 eV
Relative energy (zero: lowest compared OMol25 entry of this formula, charge and spin) ... 210.5 kcal per mole

=====

6.
ORCA calculation (ωB97M-V with the def2-TZVPD basis set) on a molecular structure, C14H23AuN4O.

Cartesian coordinates (Å):
Au  1.56095  -0.69327  0.78033
C  6.10271  -1.57624  0.62968
C  4.68406  -1.27920  0.67445
N  3.56610  -1.04547  0.70965
H  6.26576  -2.46820  0.02630
H  6.46402  -1.74880  1.64285
H  6.63502  -0.73370  0.19044
O  1.27138  -0.67858  2.90769
C  -2.76692  0.13370  1.49518
C  -1.23173  0.25963  1.50596
N  -0.60397  -0.83295  0.71920
C  -0.99542  -2.13754  1.32119
C  -2.52930  -2.29988  1.32158
N  -3.12784  -1.07854  0.69241
C  -2.63893  -0.92482  -0.71706
C  -1.10489  -0.77129  -0.68103
H  -3.24507  0.99135  1.02558
H  -3.17804  0.00056  2.49355
H  -0.84249  0.20460  2.51943
H  -0.93407  1.20215  1.05806
H  -0.59801  -2.17073  2.33246
H  -0.52751  -2.93088  0.74232
H  -2.93339  -2.38097  2.32838
H  -2.85390  -3.16059  0.74090
H  -4.14342  -1.17708  0.68042
H  -3.12451  -0.04784  -1.14001
H  -2.95422  -1.80603  -1.27187
H  -0.80118  0.17907  -1.11654
H  -0.62641  -1.56641  -1.25017
N  1.70303  1.88332  0.29835
C  0.88308  2.06811  -0.85481
C  -0.28432  2.82321  -0.81061
C  -1.10451  2.89775  -1.93117
C  -0.75329  2.24550  -3.10570
C  0.43331  1.52693  -3.15827
C  1.24629  1.42729  -2.03729
H  1.42476  2.44781  1.09257
H  2.67394  2.10092  0.10227
H  -0.53824  3.37761  0.08712
H  -2.00210  3.50173  -1.89426
H  -1.37758  2.32920  -3.98461
H  0.73492  1.04447  -4.07868
H  2.17192  0.86409  -2.08622

Results
LUMO level (alpha / beta) ... -0.204 / -0.281 hartree
Calculated total energy ... -26572.7229 eV
2S+1 ... 3
Charge ... +2
HOMO-LUMO gap (alpha / beta) ... 8.75 / 6.62 eV
Relative energy (zero: lowest compared OMol25 entry of this formula, charge and spin) ... 0.0 kcal per mole
Expectation value of S² ... 2.02

=====

7.
ORCA calculation (ωB97M-V with the def2-TZVPD basis set) on a gas-phase ion, C14H23Cl2IN5O4S (charge +1) in a non-equilibrium geometry.

Cartesian coordinates (Å):
N  1.88117  -1.61931  3.29203
C  2.03559  -2.31616  2.04488
O  3.12558  -2.39035  1.55353
C  0.74845  -2.96809  1.46918
C  0.75770  -3.14239  -0.09680
N  1.56497  -2.14956  -0.83138
C  2.74232  -2.64956  -1.57133
C  2.43436  -2.97878  -3.06114
O  3.06489  -2.58316  -3.95369
I  0.75682  -4.27891  -3.60589
C  1.27063  -0.86519  -0.84352
N  1.92560  0.15476  -1.52542
C  1.21550  1.28406  -1.22351
C  1.72947  2.55399  -1.91656
C  1.16475  3.91860  -1.41044
C  1.59120  4.30618  0.03696
Cl  0.31559  5.45661  0.68109
N  0.17154  1.02400  -0.39488
C  -0.81001  1.98890  0.12684
C  -2.01591  1.27904  0.84507
C  -2.89108  0.43327  -0.14581
C  -4.38245  0.35520  0.33519
S  -4.56851  -0.82323  1.73726
O  -5.94817  -1.22840  1.84217
O  -3.72898  -1.99010  1.54439
Cl  -4.09254  0.26565  3.42986
N  0.23803  -0.30369  -0.16802
H  2.27904  -0.68256  3.23446
H  0.87757  -1.54390  3.47389
H  0.67805  -3.99952  1.89912
H  -0.17233  -2.42300  1.79036
H  -0.30373  -2.99792  -0.43708
H  1.00866  -4.17841  -0.41140
H  3.05745  -3.59519  -1.06729
H  3.59635  -1.94840  -1.46509
H  2.83636  2.57758  -1.74780
H  1.61464  2.44928  -3.02268
H  1.55869  4.70540  -2.10078
H  0.06236  3.93521  -1.56368
H  2.55972  4.85203  0.06023
H  1.61924  3.44887  0.74033
H  -0.30967  2.58590  0.92737
H  -1.23924  2.65323  -0.64538
H  -1.68600  0.61215  1.67362
H  -2.65392  2.07637  1.29142
H  -2.89844  0.84188  -1.18274
H  -2.52606  -0.62225  -0.22922
H  -5.06527  -0.00639  -0.47063
H  -4.76221  1.34971  0.66677
H  -0.42776  -0.82344  0.39613

Results
LUMO level ... -0.108 hartree
Calculated total energy ... -74504.9443 eV
Charge ... +1
HOMO-LUMO gap ... 9.39 eV

=====

8.
ORCA calculation (ωB97M-V with the def2-TZVPD basis set) on a molecular structure, C14H23CrO10 in a non-equilibrium geometry.

Cartesian coordinates (Å):
Cr  -3.08170  0.84369  -1.27926
C  -0.42739  -0.26463  -4.43189
C  -1.48052  0.59989  -3.79713
O  -2.30255  0.02482  -2.96041
O  -1.57577  1.79551  -4.04888
H  0.53435  -0.11421  -3.93202
H  -0.23098  -0.12462  -5.48851
H  -0.68184  -1.30252  -4.19786
O  -2.79534  2.71827  -1.23555
H  -2.24278  3.17776  -0.59750
O  -1.55323  0.33409  -0.27537
H  -0.66199  0.15186  -0.03315
O  0.80146  1.54439  4.15510
C  -0.17686  0.87557  4.08926
O  -0.47353  0.07784  5.14411
C  -1.49953  -0.85470  4.83663
C  -2.14736  -0.32656  3.54505
C  -1.19597  0.71805  2.95905
H  -2.24627  -0.84634  5.62631
H  -1.10226  -1.84990  4.64977
H  -3.16956  0.04187  3.63795
H  -2.29874  -1.14962  2.83946
H  -1.63874  1.67085  2.68801
H  -0.59448  0.37601  2.12092
O  0.35679  4.17264  -1.34061
C  1.03829  3.43455  -0.69475
O  1.64967  3.83195  0.42152
C  2.21061  2.71985  1.17287
C  2.03857  1.49132  0.29666
C  1.34020  1.95236  -0.97743
H  1.54864  2.69644  2.03859
H  3.21318  2.91582  1.54304
H  1.42959  0.77565  0.85595
H  2.93183  0.93998  0.01098
H  0.40300  1.43179  -1.14222
H  1.93396  2.00037  -1.88926
O  3.01690  -1.55704  -0.34258
C  2.18126  -2.32565  -0.68970
O  2.45939  -3.26541  -1.65536
C  1.22838  -3.84840  -2.15454
C  0.09096  -3.51486  -1.20335
C  0.68453  -2.31556  -0.45500
H  1.41318  -4.91251  -2.28861
H  1.15752  -3.33980  -3.12208
H  -0.00485  -4.34423  -0.50182
H  -0.85753  -3.32186  -1.69148
H  0.50249  -2.35815  0.61987
H  0.27505  -1.37663  -0.82476

Results
LUMO level (alpha / beta) ... -0.084 / -0.067 hartree
Calculated total energy ... -63786.2792 eV
2S+1 ... 4
HOMO-LUMO gap (alpha / beta) ... 7.28 / 7.77 eV
Expectation value of S² ... 3.83